Record 1
Below is a structure of composition C15H27GeNS2SeV at a distorted geometry, with properties calculated with the ωB97M-V functional and the def2-TZVPD basis.

Results
- Energy relative to the best compared isomer or geometry (same formula, charge and spin): 0.798 eV
- HOMO-LUMO gap (alpha / beta): 4.335 / 3.915 eV
- Total energy: -6861.221251 a.u.
- ⟨S²⟩: 0.895

The geometry in ORCA input format:
```
! wB97M-V def2-TZVPD RIJCOSX def2/J DEFGRID3
* xyz -2 2
V 0.227 0.193 0.060
S -1.209 -1.048 1.585
C -0.488 -2.637 1.747
C -1.036 -3.566 2.640
C -0.502 -4.835 2.802
C 0.615 -5.205 2.057
C 1.171 -4.299 1.167
C 0.644 -3.014 0.987
S 1.390 -1.918 -0.157
H -1.904 -3.262 3.214
H -0.951 -5.529 3.505
H 1.053 -6.192 2.169
H 2.041 -4.577 0.583
C 3.075 2.606 -1.224
C 2.434 2.365 0.151
C 1.770 3.660 0.637
C 3.517 1.933 1.148
N 1.447 1.343 0.034
H 3.858 3.373 -1.183
H 2.306 2.920 -1.932
H 3.510 1.674 -1.588
H 2.507 4.458 0.792
H 1.247 3.474 1.575
H 1.035 3.996 -0.096
H 4.280 2.710 1.279
H 3.996 1.017 0.796
H 3.060 1.718 2.115
C -4.258 3.895 -2.440
Ge -4.037 4.343 -0.534
C -2.405 5.424 -0.355
C -5.531 5.614 -0.174
C -3.942 2.785 0.539
Se -1.630 1.639 -0.822
C -3.029 0.366 -1.337
H -4.303 4.801 -3.051
H -5.179 3.327 -2.598
H -3.415 3.283 -2.762
H -2.435 6.290 -1.021
H -1.541 4.808 -0.605
H -2.287 5.779 0.671
H -5.503 6.443 -0.890
H -5.456 6.021 0.838
H -6.494 5.107 -0.262
H -4.687 2.001 0.442
H -3.471 2.836 1.515
H -3.867 0.919 -1.758
H -3.352 -0.190 -0.460
H -2.629 -0.330 -2.074
*
```



Record 2
Below is a structure of composition C15H27N2O4P2V at a distorted geometry, with properties calculated with the ωB97M-V functional and the def2-TZVPD basis.

Results
- Energy relative to the best compared isomer or geometry (same formula, charge and spin): 0.178 eV
- HOMO-LUMO gap (alpha / beta): 8.444 / 9.270 eV
- Total energy: -2624.503237 a.u.
- ⟨S²⟩: 2.016

The geometry in ORCA input format:
```
! wB97M-V def2-TZVPD RIJCOSX def2/J DEFGRID3
* xyz 2 3
V -0.734 0.478 -0.354
P 0.522 2.498 -0.036
C 2.224 1.908 0.021
C 2.301 0.399 0.180
N 1.208 -0.338 -0.107
C 1.293 -1.684 -0.004
C 2.422 -2.337 0.477
C 3.565 -1.602 0.736
C 3.501 -0.230 0.488
C 0.045 -2.523 -0.066
P -1.201 -2.365 -1.359
H 4.350 0.432 0.583
H 2.379 -3.402 0.695
H 4.468 -2.062 1.115
H 0.343 -3.566 -0.250
H -0.433 -2.550 0.930
H 2.641 2.211 -0.921
H 2.735 2.386 0.890
H 2.335 0.622 -4.275
O 3.025 1.249 -4.007
H 2.659 2.154 -4.119
H -1.347 -1.098 -1.891
O -1.523 0.833 -1.976
H -1.747 1.304 -2.793
C -0.578 -3.248 -2.780
H -0.274 -4.274 -2.510
H -1.379 -3.253 -3.533
H 0.263 -2.615 -3.112
C -2.814 -2.916 -0.822
H -3.644 -2.508 -1.429
H -2.773 -4.004 -0.989
H -2.964 -2.687 0.248
C 0.477 3.497 1.477
H 1.098 4.412 1.466
H -0.580 3.768 1.583
H 0.791 2.843 2.304
C 0.329 3.699 -1.378
H -0.643 4.174 -1.219
H 1.099 4.474 -1.386
H 0.292 3.198 -2.347
O -0.039 -1.233 3.191
C -0.965 -0.514 2.890
C -2.135 -0.036 3.712
C -3.026 0.796 2.798
C -2.283 0.685 1.505
O -2.588 1.131 0.357
N -1.104 0.042 1.620
H -2.667 -0.910 4.092
H -1.796 0.559 4.557
H -4.019 0.328 2.698
H -3.109 1.875 3.050
*
```



Record 3
Below is a cluster of 2 separate species, C15H27N5O6P in total at a distorted geometry, with properties calculated with the ωB97M-V functional and the def2-TZVPD basis.

Results
- Energy relative to the best compared isomer or geometry (same formula, charge and spin): 0.028 eV
- HOMO-LUMO gap: 9.401 eV
- Total energy: -1654.299195 a.u.

The geometry in ORCA input format:
```
! wB97M-V def2-TZVPD RIJCOSX def2/J DEFGRID3
* xyz 1 1
O 2.464 -4.168 -2.794
O -3.916 2.473 5.815
O 1.988 0.908 -3.634
O -2.588 -0.247 3.881
O -2.148 1.764 7.043
O -2.273 0.453 1.512
C 3.264 -3.746 -3.629
C -2.723 2.218 5.903
C 2.243 -0.134 -4.222
C 0.848 -0.562 -0.356
C 1.633 -1.476 -1.002
C 0.089 -2.592 0.117
N -0.111 -1.273 0.350
N 2.365 -0.094 -5.555
N 3.347 -2.450 -3.956
N -2.384 2.333 3.322
N 1.141 -2.735 -0.720
C 4.218 -4.693 -4.318
C 2.500 -1.190 -6.518
C -3.117 3.550 2.962
C -1.795 2.473 4.676
C -2.325 4.646 3.668
C -1.357 3.938 4.626
C 2.787 -1.179 -1.925
C -4.752 0.802 2.714
C 2.423 -1.441 -3.409
P -2.994 0.776 2.907
H -2.878 1.642 7.671
H -2.406 1.291 1.051
H 0.962 0.516 -0.401
H -0.517 -3.400 0.517
H -0.849 -0.862 0.936
H 2.259 0.835 -5.937
H 4.048 -2.164 -4.624
H 1.492 -3.596 -1.151
H 5.244 -4.394 -4.113
H 4.054 -5.701 -3.936
H 4.034 -4.682 -5.391
H 1.857 -2.028 -6.243
H 3.538 -1.522 -6.578
H 2.198 -0.841 -7.508
H -4.145 3.525 3.344
H -3.152 3.712 1.879
H -0.926 1.815 4.784
H -3.005 5.304 4.219
H -1.770 5.252 2.946
H -0.339 3.995 4.227
H -1.360 4.400 5.619
H 3.122 -0.152 -1.770
H 3.622 -1.812 -1.618
H -5.032 1.406 1.852
H -5.199 1.217 3.619
H -5.108 -0.220 2.579
H 1.430 -1.893 -3.431
*
```